Formula: C4H24NO10
Source: the OMol25 dataset
Level of theory: ωB97M-V/def2-TZVPD

Cartesian coordinates (Å):
1 N 0.4508 -0.0278 0.0395
2 H 0.5172 -0.7795 0.7108
3 H -0.5388 0.1488 -0.0584
4 H 0.7613 -0.3653 -0.8604
5 H 0.9752 0.7727 0.3624
6 C 2.3625 3.1961 0.5661
7 O 1.7491 3.5705 1.5636
8 O 3.5514 3.4786 0.5852
9 O 1.8521 2.4460 -0.2689
10 O 3.5064 0.2408 -1.1688
11 H 2.8957 0.9366 -0.9258
12 H 4.2841 0.4072 -0.6361
13 O 0.2547 -2.0515 1.8441
14 H -0.1115 -2.1585 2.7220
15 H 0.7348 -2.8638 1.6838
16 O -0.2638 2.3947 -1.9088
17 H 0.5624 2.3196 -1.4313
18 H -0.8099 2.9546 -1.3570
19 O 1.0595 -0.8507 -2.3671
20 H 0.8239 -1.3837 -3.1265
21 H 2.0076 -0.7392 -2.4370
22 O 0.1756 1.4725 2.5756
23 H 0.6776 2.2048 2.2176
24 H 0.7619 1.0702 3.2165
25 O 3.4169 -2.6293 -0.6708
26 H 4.2485 -2.4627 -0.2271
27 H 3.1012 -1.7614 -0.9225
28 C -3.5161 -1.5763 1.0317
29 C -2.6785 -0.9106 -0.0140
30 C -3.5017 -0.3643 -1.2094
31 O -2.1127 0.2108 0.5688
32 H -4.1558 -0.8671 1.5569
33 H -2.9248 -2.1279 1.7626
34 H -4.2455 -2.2464 0.5766
35 H -1.8700 -1.5610 -0.3478
36 H -2.9318 -0.1885 -2.1218
37 H -4.0153 0.5785 -1.0211
38 H -4.2354 -1.0636 -1.6102
39 H -2.8187 0.5762 1.1070

Forces on the atoms, in the same order (eV/Å):
-0.1 -1.1 0.0
0.1 0.0 0.4
-0.1 1.0 0.3
0.3 0.2 -0.3
0.3 1.5 0.0
2.4 1.0 2.8
-4.9 0.9 3.8
4.9 0.6 -2.0
-2.6 -4.5 -4.5
0.3 -1.7 -0.6
-0.7 1.9 0.5
0.1 0.4 0.1
-0.1 -0.5 0.2
-0.1 0.2 0.3
0.3 -0.2 -0.2
-1.5 -0.4 -1.2
1.3 0.5 1.0
0.1 0.1 0.2
0.0 -0.5 -0.7
-0.2 -0.1 -0.1
0.7 0.4 0.0
-1.1 -1.6 0.6
1.2 2.0 -0.9
0.2 0.1 0.1
-0.2 -0.9 0.1
0.1 0.1 0.1
0.1 0.8 0.0
-1.0 -1.1 0.0
-1.3 0.6 -1.2
-0.2 -1.0 -1.1
0.5 0.8 0.9
0.2 0.3 0.1
0.0 0.1 0.0
0.2 -0.4 0.0
0.0 -0.1 -0.1
0.7 0.3 0.3
0.1 -0.1 0.5
-0.4 -0.3 0.4
0.4 0.6 0.2

Computed properties:
Energy relative to the best compared isomer or geometry (same formula, charge and spin) in kcal per mole: 89.3
E in eV: -26503.098
Maximum force in eV Å⁻¹: 6.86
Net charge: -1
Kohn-Sham gap in eV: 3.579

***

Formula: C4H24NO12
Source: the OMol25 dataset
Level of theory: ωB97M-V/def2-TZVPD

Cartesian coordinates (Å):
1 O -0.3624 -2.6062 0.4498
2 C -0.7579 -1.6620 -0.1993
3 N 0.0658 -0.6832 -0.7385
4 C 1.5414 -0.6711 -0.4654
5 O 2.0818 -1.7159 -0.7745
6 O 1.9410 0.4276 0.0005
7 C -2.2198 -1.6058 -0.6189
8 C -2.6043 -1.3989 -2.0758
9 H -0.3885 0.2155 -0.8918
10 H -2.7249 -2.4470 -0.1455
11 H -2.5997 -0.7196 -0.0814
12 H -3.0445 -2.2872 -2.5214
13 H -1.7546 -1.1803 -2.7451
14 H -3.2450 -0.5108 -2.2053
15 H 1.5656 2.0281 -0.6243
16 H 1.1560 3.1745 0.2836
17 O 1.3727 2.9868 -0.6633
18 H 0.0813 2.7332 1.9333
19 H 1.5306 3.0100 2.6806
20 O 0.8894 3.2900 2.0005
21 H -1.3076 2.8128 -1.1968
22 H 0.0222 2.1847 -1.4446
23 O -0.9410 2.0360 -1.6306
24 H 1.4087 -2.7676 2.9536
25 H 2.0659 -2.5658 1.5710
26 O 2.1650 -2.3212 2.5207
27 H -0.8878 0.3762 4.3841
28 H -0.0159 -0.0726 3.1670
29 O -0.9546 -0.0573 3.5155
30 H 1.9465 -0.5766 2.5647
31 H 1.5894 0.7068 1.7136
32 O 1.5317 0.3169 2.6261
33 H -0.0426 0.8193 -3.1903
34 H 1.4468 0.6428 -3.2214
35 O 0.7415 1.1319 -3.6682
36 H -0.6126 1.1265 1.0486
37 H -1.3094 1.1732 2.3942
38 O -1.2224 1.6895 1.5533
39 H 0.0411 -1.8327 -2.6419
40 H 1.1695 -2.8126 -2.4593
41 O 0.6416 -2.3880 -3.1573

Forces on the atoms, in the same order (eV/Å):
0.3 -0.1 0.6
0.2 -0.5 -1.5
-0.4 -0.1 0.8
-1.6 0.2 -0.3
1.0 -0.1 0.5
0.3 -0.4 -0.4
-0.4 1.3 1.1
0.6 0.5 -1.0
0.0 0.0 -0.1
0.2 -0.1 -0.2
0.0 -0.2 0.0
-0.3 0.0 0.1
-0.1 0.0 0.4
-0.1 -0.6 0.1
0.6 0.2 0.2
0.4 0.1 -0.6
-0.2 -0.1 0.3
0.2 -0.2 0.6
-0.9 -0.3 -0.6
0.5 0.7 0.3
-0.2 -0.1 0.1
-0.6 0.5 -0.3
0.3 -0.2 0.2
0.5 0.4 -0.5
0.0 0.3 0.6
-0.5 -0.9 -0.4
0.0 -0.3 -0.5
-0.2 0.2 0.2
0.2 0.1 0.6
-0.2 0.4 -0.1
0.2 -0.7 0.6
0.0 0.2 -0.1
0.0 0.4 -0.3
0.1 0.0 -0.3
0.1 -0.5 0.4
-0.3 0.1 -0.1
-0.1 0.1 -0.4
0.2 -0.2 0.1
0.3 0.0 -0.1
0.0 0.4 -0.2
-0.1 -0.4 0.0

Computed properties:
Energy relative to the best compared isomer or geometry (same formula, charge and spin) in kcal per mole: 12.5
E in eV: -30602.481
Maximum force in eV Å⁻¹: 1.74
Net charge: -1
Kohn-Sham gap in eV: 9.432

***

Formula: C4H24O8
Source: the OMol25 dataset
Level of theory: ωB97M-V/def2-TZVPD

Cartesian coordinates (Å):
1 O -17.9745 -19.4236 -12.7116
2 H -18.6692 -20.0512 -12.9239
3 H -17.3588 -19.2474 -13.4267
4 H -18.2935 -18.6866 -12.1856
5 O -14.9130 -17.8973 -14.4487
6 H -15.3276 -17.0362 -14.3587
7 H -15.6132 -18.5502 -14.5200
8 H -14.3399 -17.7404 -15.2027
9 C -19.3846 -19.8810 -15.0313
10 C -20.2898 -20.1736 -13.8698
11 C -21.2799 -21.2726 -14.2242
12 O -19.7923 -20.3386 -12.5589
13 H -18.9119 -20.8494 -15.1955
14 H -18.6208 -19.1298 -14.8303
15 H -19.8982 -19.6330 -15.9602
16 H -20.8163 -19.2230 -13.7845
17 H -20.8225 -22.2110 -14.5378
18 H -21.8002 -21.0566 -15.1573
19 H -22.0176 -21.4077 -13.4332
20 C -16.1810 -20.1492 -14.7224
21 O -16.7656 -18.9115 -14.4784
22 H -16.8134 -20.9332 -14.3058
23 H -16.2244 -20.2937 -15.8019
24 H -15.1978 -20.2468 -14.2621
25 O -16.8297 -16.9128 -14.3696
26 H -17.6693 -16.5860 -14.0465
27 H -16.9919 -17.8348 -14.5695
28 O -17.9043 -20.3749 -16.9175
29 H -17.9938 -19.5793 -17.4421
30 H -17.4395 -20.0921 -16.1300
31 O -15.1488 -19.5676 -12.2190
32 H -16.0104 -19.4978 -11.8077
33 H -15.1912 -20.3764 -12.7292
34 O -15.9986 -18.0778 -16.9495
35 H -16.0824 -18.6106 -16.1588
36 H -16.8761 -18.0765 -17.3321

Forces on the atoms, in the same order (eV/Å):
6.0 3.8 4.4
-5.1 -3.4 1.2
1.1 1.7 -0.7
-0.3 -0.2 -0.2
9.0 3.0 0.0
-1.6 1.2 0.8
-2.1 -1.0 0.4
0.5 -0.6 -0.5
0.3 -1.3 0.7
-2.8 1.3 1.4
-0.3 0.1 -0.8
-1.8 -2.4 -1.7
0.2 0.1 -0.2
-1.0 -0.2 -0.3
-0.3 -0.1 0.4
-1.2 0.3 -0.2
0.5 -0.3 0.8
-0.4 0.6 0.0
0.2 -0.2 0.0
-0.8 -2.5 -0.7
1.2 -8.9 -1.5
0.1 -0.3 0.1
1.9 -0.9 0.4
0.1 0.1 -1.0
-2.1 7.6 1.1
0.0 0.8 0.0
-1.2 1.5 -1.1
0.7 -0.3 -1.9
-0.2 -0.1 -0.4
-1.2 0.1 -0.5
0.6 0.2 0.4
-0.3 -0.1 0.3
0.0 -0.3 0.7
0.6 0.2 -0.5
-0.4 0.2 -0.5
0.0 0.3 -0.1

Computed properties:
Energy relative to the best compared isomer or geometry (same formula, charge and spin) in kcal per mole: 257.2
E in eV: -20906.553
Maximum force in eV Å⁻¹: 9.51
Net charge: 0
Kohn-Sham gap in eV: 7.390